Record 1
Density functional theory data (the ωB97M-V functional and the def2-TZVPD basis) for a structure of composition C12H36NaO16P4 in a non-equilibrium geometry.

Summary:
Total charge: +2
Multiplicity: 2
Expectation value of S²: 0.76
Lowest unoccupied orbital energy (spin up / spin down) (eV): -5.3 / -12.4
HOMO level (spin up / spin down) (eV): -15.3 / -15.3
HOMO-LUMO gap (spin up / spin down) (eV): 10.0 / 2.9

CARTESIAN COORDINATES (ANGSTROEM)
Na1 17.50 -7.24 -24.97
C1 17.48 -6.94 -29.59
O1 18.65 -7.67 -29.35
P1 19.57 -7.14 -28.13
O2 18.97 -7.24 -26.74
O3 20.92 -8.09 -28.32
C2 20.77 -9.48 -28.32
O4 20.13 -5.61 -28.55
C3 21.08 -4.69 -27.91
H1 16.66 -7.17 -28.91
H2 17.06 -7.31 -30.52
H3 17.78 -5.89 -29.70
H4 20.91 -9.85 -29.34
H5 19.79 -9.75 -27.94
H6 21.64 -9.89 -27.81
H7 22.12 -4.90 -28.15
H8 21.04 -4.77 -26.82
H9 20.97 -3.62 -28.11
C4 17.88 -1.18 -22.11
O5 18.40 -2.25 -22.94
P2 17.57 -3.00 -24.14
O6 18.10 -4.39 -24.42
O7 17.52 -1.94 -25.37
C5 18.04 -2.37 -26.71
O8 15.99 -3.05 -23.59
C6 14.91 -3.54 -24.28
H10 16.95 -0.72 -22.46
H11 18.62 -0.39 -21.96
H12 17.81 -1.52 -21.07
H13 18.77 -1.70 -27.17
H14 17.18 -2.31 -27.37
H15 18.53 -3.34 -26.73
H16 15.18 -3.90 -25.27
H17 14.28 -2.69 -24.52
H18 14.38 -4.16 -23.56
C7 22.08 -9.20 -25.12
O9 21.89 -8.91 -23.81
P3 20.93 -7.67 -23.32
O10 19.43 -7.90 -23.35
O11 21.47 -6.34 -24.15
C8 22.88 -5.98 -24.14
O12 21.53 -7.36 -21.83
C9 21.31 -8.36 -20.84
H19 23.14 -9.33 -25.34
H20 21.75 -8.32 -25.67
H21 21.48 -10.07 -25.38
H22 23.08 -4.95 -24.43
H23 23.51 -6.65 -24.72
H24 23.10 -6.13 -23.09
H25 22.23 -8.94 -20.80
H26 20.40 -8.96 -20.90
H27 20.98 -8.00 -19.86
C10 17.75 -7.90 -20.76
O13 16.36 -7.93 -20.58
P4 15.44 -7.43 -21.80
O14 16.26 -7.28 -22.99
O15 14.29 -8.59 -21.77
C11 14.55 -9.78 -22.59
O16 14.78 -6.03 -21.27
C12 15.63 -4.92 -21.08
H28 18.26 -7.75 -19.81
H29 18.07 -7.13 -21.46
H30 18.11 -8.88 -21.08
H31 13.83 -10.60 -22.45
H32 15.63 -9.89 -22.53
H33 14.48 -9.57 -23.66
H34 14.99 -4.07 -21.29
H35 16.38 -4.76 -21.85
H36 16.14 -4.90 -20.12

***

Record 2
Density functional theory data (the ωB97M-V functional and the def2-TZVPD basis) for a cluster of 6 separate species, C12H36O6 in total in a non-equilibrium geometry.

Summary:
Total charge: -1
Multiplicity: 2
Expectation value of S²: 0.75
Lowest unoccupied orbital energy (spin up / spin down) (eV): 3.0 / 3.0
HOMO level (spin up / spin down) (eV): 0.7 / -7.3
HOMO-LUMO gap (spin up / spin down) (eV): 2.3 / 10.2
ΔE to the lowest compared entry with this formula, charge and spin (kJ/mol): 0.0

CARTESIAN COORDINATES (ANGSTROEM)
O1 -0.31 0.99 -1.01
H1 0.48 1.13 -1.54
H2 -0.13 0.20 -0.51
O2 -1.77 0.28 1.63
H3 -1.56 0.83 0.87
H4 -2.73 0.29 1.67
C1 2.44 0.76 5.05
C2 1.49 0.94 3.82
C3 2.06 0.34 2.61
O3 0.19 0.44 4.02
H5 2.08 1.19 5.98
H6 3.37 1.25 4.74
H7 2.62 -0.29 5.28
H8 1.34 1.99 3.55
H9 1.40 0.38 1.75
H10 2.26 -0.71 2.85
H11 2.93 0.80 2.13
H12 -0.41 0.30 3.28
C4 1.09 -2.21 0.73
C5 0.64 -3.61 0.48
C6 -0.81 -3.92 0.81
O4 0.82 -3.77 -0.90
H13 0.72 -1.57 -0.08
H14 2.14 -1.93 0.80
H15 0.69 -1.80 1.66
H16 1.27 -4.30 1.03
H17 -1.40 -3.02 0.62
H18 -0.91 -4.15 1.87
H19 -1.19 -4.82 0.33
H20 1.69 -3.45 -1.16
C7 1.63 3.94 -1.68
C8 2.47 3.17 -2.68
C9 3.74 2.68 -2.06
O5 1.76 2.11 -3.20
H21 2.16 4.74 -1.16
H22 1.23 3.30 -0.89
H23 0.77 4.33 -2.23
H24 2.62 3.87 -3.51
H25 4.23 1.94 -2.69
H26 3.53 2.33 -1.05
H27 4.38 3.53 -1.83
H28 1.18 2.52 -3.85
C10 -3.11 -1.45 -1.80
C11 -4.59 -1.01 -1.68
C12 -4.79 0.24 -2.51
O6 -5.46 -2.09 -2.22
H29 -2.80 -2.45 -1.50
H30 -2.30 -0.78 -1.51
H31 -2.95 -1.60 -2.87
H32 -4.81 -0.92 -0.62
H33 -4.30 1.08 -2.03
H34 -5.83 0.51 -2.65
H35 -4.35 0.20 -3.51
H36 -4.93 -2.78 -2.63

***

Record 3
Density functional theory data (the ωB97M-V functional and the def2-TZVPD basis) for a cluster of 6 separate species, C12H36O6 in total in a non-equilibrium geometry.

Summary:
Total charge: 0
Lowest unoccupied orbital energy (eV): 0.4
HOMO level (eV): -9.9
HOMO-LUMO gap (eV): 10.4
ΔE to the lowest compared entry with this formula, charge and spin (kJ/mol): 390.5

CARTESIAN COORDINATES (ANGSTROEM)
C1 6.32 12.25 -18.87
C2 5.53 12.40 -20.24
O1 6.40 12.81 -21.30
H1 6.36 13.21 -18.35
H2 7.33 11.86 -18.88
H3 5.85 11.55 -18.19
H4 4.65 13.03 -20.08
H5 5.14 11.45 -20.62
H6 5.86 12.88 -22.09
C3 5.93 15.48 -5.29
C4 6.72 14.19 -5.16
O2 8.07 14.63 -5.02
H7 4.90 15.43 -5.67
H8 6.48 16.15 -5.96
H9 5.81 15.94 -4.31
H10 6.49 13.60 -6.05
H11 6.36 13.64 -4.29
H12 8.44 14.55 -5.90
C5 8.34 13.71 -12.97
C6 9.45 14.39 -12.13
O3 9.75 13.61 -11.01
H13 8.43 14.01 -14.01
H14 7.43 14.08 -12.50
H15 8.26 12.63 -12.85
H16 9.31 15.46 -11.92
H17 10.34 14.50 -12.75
H18 9.95 12.72 -11.31
C7 11.53 18.18 -6.90
C8 12.40 16.90 -6.75
O4 13.71 17.36 -6.95
H19 10.53 17.88 -6.58
H20 11.38 18.51 -7.92
H21 11.86 19.00 -6.25
H22 12.23 16.15 -7.53
H23 12.27 16.42 -5.78
H24 14.01 17.04 -7.81
C9 15.46 10.32 -7.59
C10 14.41 10.31 -8.75
O5 14.87 11.00 -9.93
H25 15.35 9.42 -6.99
H26 15.38 11.15 -6.88
H27 16.48 10.35 -7.96
H28 13.54 10.83 -8.36
H29 14.16 9.29 -9.05
H30 15.22 10.38 -10.57
C11 11.95 15.20 -18.23
C12 11.82 15.45 -19.74
O6 11.41 14.20 -20.30
H31 10.97 15.10 -17.75
H32 12.43 15.88 -17.53
H33 12.46 14.26 -18.05
H34 12.80 15.56 -20.22
H35 11.17 16.25 -20.08
H36 10.55 14.32 -20.71

***

Record 4
Density functional theory data (the ωB97M-V functional and the def2-TZVPD basis) for a structure of composition C12H36O8V in a non-equilibrium geometry.

Summary:
Total charge: +1
Lowest unoccupied orbital energy (eV): -3.8
HOMO level (eV): -11.8
HOMO-LUMO gap (eV): 8.0
ΔE to the lowest compared entry with this formula, charge and spin (kJ/mol): 6.3

CARTESIAN COORDINATES (ANGSTROEM)
O1 0.36 0.15 0.37
V1 0.60 -0.69 1.73
O2 -0.56 -1.80 1.76
O3 1.26 -1.42 3.98
H1 1.70 -2.24 4.26
H2 1.14 -0.91 4.78
O4 2.26 0.76 2.35
H3 2.93 0.67 3.03
H4 2.23 1.70 2.12
C1 -2.72 -2.34 -0.55
C2 -4.20 -2.07 -0.83
C3 -4.45 -1.71 -2.28
O5 -4.97 -3.21 -0.44
H5 -2.39 -3.13 -1.22
H6 -2.64 -2.71 0.48
H7 -2.14 -1.43 -0.68
H8 -4.55 -1.20 -0.26
H9 -4.13 -2.47 -3.00
H10 -3.88 -0.82 -2.56
H11 -5.51 -1.59 -2.52
H12 -5.24 -3.68 -1.24
C4 -1.20 2.91 2.29
C5 -1.71 1.56 2.76
C6 -2.61 0.90 1.74
O6 -0.59 0.65 3.06
H13 -0.74 2.86 1.30
H14 -0.45 3.37 2.94
H15 -2.08 3.56 2.27
H16 -2.23 1.67 3.71
H17 -3.55 1.46 1.76
H18 -2.87 -0.12 2.03
H19 -2.20 0.90 0.73
H20 -0.24 0.89 3.92
C7 4.49 -2.01 0.01
C8 3.07 -1.48 -0.10
C9 2.38 -1.86 -1.40
O7 2.30 -2.05 1.01
H21 5.13 -1.63 -0.78
H22 4.48 -3.10 -0.11
H23 4.95 -1.83 0.98
H24 3.00 -0.40 -0.04
H25 2.99 -1.50 -2.25
H26 1.40 -1.40 -1.46
H27 2.37 -2.94 -1.57
H28 2.27 -3.00 0.85
C10 1.58 1.38 -2.49
C11 1.77 2.84 -2.82
C12 0.49 3.62 -3.17
O8 2.40 3.46 -1.69
H29 0.73 1.19 -1.83
H30 2.47 0.95 -2.03
H31 1.52 0.72 -3.36
H32 2.36 2.86 -3.74
H33 0.74 4.53 -3.72
H34 -0.10 3.86 -2.29
H35 -0.14 3.02 -3.83
H36 2.74 4.31 -1.98